C21H43N2P3PbSSe | wB97M-V/def2-TZVPD

CARTESIAN COORDINATES (ANGSTROEM)
Pb1 1.414 1.677 -0.434
P1 -2.230 -1.034 0.454
P2 0.255 -0.142 2.555
P3 -0.686 -0.271 -2.287
H1 7.186 0.963 -0.447
C1 6.678 1.561 -1.231
C2 5.545 2.261 -1.081
H2 4.993 2.272 -0.151
C3 -2.115 -2.876 0.558
C4 -3.133 -0.703 2.018
C5 -3.636 -0.950 -0.724
C6 2.018 0.214 2.885
C7 -0.419 0.735 4.037
C8 0.238 -1.776 3.446
C9 0.902 0.204 -3.088
C10 -1.865 0.627 -3.387
C11 -1.051 -1.903 -3.105
H3 7.193 1.527 -2.216
H4 5.170 2.873 -1.913
H5 -3.117 -3.267 0.776
H6 -1.411 -3.151 1.357
H7 -1.774 -3.238 -0.423
H8 -4.094 -1.233 1.980
H9 -3.326 0.376 2.120
H10 -2.569 -1.105 2.871
H11 -4.551 -1.249 -0.196
H12 -3.476 -1.652 -1.554
H13 -3.766 0.080 -1.094
H14 2.183 0.025 3.956
H15 2.294 1.251 2.647
H16 2.643 -0.473 2.297
H17 -0.090 0.175 4.927
H18 -1.516 0.744 4.001
H19 -0.041 1.763 4.095
H20 0.595 -1.620 4.481
H21 0.887 -2.511 2.951
H22 -0.783 -2.174 3.493
H23 0.839 0.018 -4.169
H24 1.730 -0.381 -2.662
H25 1.119 1.279 -2.942
H26 -1.540 0.537 -4.438
H27 -1.948 1.683 -3.099
H28 -2.858 0.157 -3.292
H29 -0.924 -1.826 -4.201
H30 -2.095 -2.209 -2.925
H31 -0.398 -2.696 -2.709
C12 3.439 -2.777 -0.498
C13 4.102 -1.533 -0.331
C14 5.389 -1.388 -0.860
C15 5.992 -2.394 -1.608
C16 5.275 -3.562 -1.893
C17 4.036 -3.746 -1.294
Se1 1.738 -3.471 0.089
H32 1.260 -3.452 -1.343
H33 3.609 -0.682 0.163
H34 5.917 -0.464 -0.677
H35 7.010 -2.287 -1.978
H36 5.674 -4.364 -2.530
H37 3.489 -4.659 -1.444
C18 -3.548 5.546 0.507
N1 -4.100 4.226 0.742
C19 -5.305 3.995 1.375
C20 -5.532 2.675 1.317
N2 -4.472 2.105 0.634
C21 -3.502 3.054 0.365
S1 -1.877 2.896 -0.136
H38 -2.642 5.703 1.104
H39 -3.389 5.732 -0.564
H40 -4.327 6.212 0.887
H41 -5.859 4.850 1.781
H42 -6.385 2.110 1.697
H43 -4.461 1.110 0.361

Calculated values
E_tot   -134704.205 eV
Charge   +4
M   734.7 g mol⁻¹

---

C6H15N2 | wB97M-V/def2-TZVPD

CARTESIAN COORDINATES (ANGSTROEM)
C1 0.505 -0.368 1.930
C2 1.733 -0.420 1.154
C3 0.491 0.344 0.603
C4 0.327 0.649 -1.920
C5 -2.450 -0.157 -0.230
C6 0.110 -0.170 -0.649
N1 0.185 -1.489 -0.805
N2 0.568 1.740 0.704
H1 0.104 -1.322 2.338
H2 0.467 0.453 2.713
H3 2.702 0.022 1.297
H4 1.933 -1.379 0.594
H5 -0.344 0.464 -2.774
H6 1.235 0.297 -2.352
H7 0.376 1.677 -1.788
H8 -2.212 -0.536 0.730
H9 -3.487 0.183 -0.154
H10 -2.395 -0.931 -0.906
H11 0.169 -2.283 -0.153
H12 -0.038 -1.942 -1.751
H13 0.644 2.186 1.712
H14 -1.909 0.757 -0.448
H15 1.288 2.224 0.154

Calculated values
Charge   +1
Relative energy (zero: lowest compared OMol25 entry of this formula, charge and spin)   3.511 eV
M   115.2 g mol⁻¹

---

C4H14N2 | wB97M-V/def2-TZVPD

CARTESIAN COORDINATES (ANGSTROEM)
C1 -2.817 1.701 -4.483
C2 -1.328 1.475 -4.259
N1 -0.906 0.749 -5.432
H1 -3.065 2.050 -5.500
H2 -3.095 2.488 -3.763
H3 -3.413 0.799 -4.266
H4 -0.750 2.404 -4.087
H5 -1.172 0.815 -3.383
H6 -0.195 0.018 -5.317
H7 -0.626 1.291 -6.256
C3 -6.077 -0.490 4.071
C4 -5.768 -1.940 4.339
N2 -5.580 -2.229 5.754
H8 -5.375 0.270 4.452
H9 -7.093 -0.238 4.421
H10 -6.067 -0.458 2.969
H11 -6.607 -2.547 3.948
H12 -4.882 -2.144 3.708
H13 -5.494 -3.215 6.022
H14 -4.719 -1.771 6.072

Calculated values
Structure (SMILES)   CCN.CCN
Relative energy (zero: lowest compared OMol25 entry of this formula, charge and spin)   0.547 eV
M   90.2 g mol⁻¹

---

> Which of these has the highest M?

C21H43N2P3PbSSe

---

Copy entry 2 word for word.
C6H15N2 | wB97M-V/def2-TZVPD

CARTESIAN COORDINATES (ANGSTROEM)
C1 0.505 -0.368 1.930
C2 1.733 -0.420 1.154
C3 0.491 0.344 0.603
C4 0.327 0.649 -1.920
C5 -2.450 -0.157 -0.230
C6 0.110 -0.170 -0.649
N1 0.185 -1.489 -0.805
N2 0.568 1.740 0.704
H1 0.104 -1.322 2.338
H2 0.467 0.453 2.713
H3 2.702 0.022 1.297
H4 1.933 -1.379 0.594
H5 -0.344 0.464 -2.774
H6 1.235 0.297 -2.352
H7 0.376 1.677 -1.788
H8 -2.212 -0.536 0.730
H9 -3.487 0.183 -0.154
H10 -2.395 -0.931 -0.906
H11 0.169 -2.283 -0.153
H12 -0.038 -1.942 -1.751
H13 0.644 2.186 1.712
H14 -1.909 0.757 -0.448
H15 1.288 2.224 0.154

Calculated values
Charge   +1
Relative energy (zero: lowest compared OMol25 entry of this formula, charge and spin)   3.511 eV
M   115.2 g mol⁻¹